# 1
ORCA calculation (wB97M-V/def2-TZVPD) on a structure of composition C17H23Cl3CrF6N3O5S4 at a distorted geometry.

## Properties
Strongest force on any atom in eV/A: 2.13
Energy above the lowest of the compared OMol25 structures with the same formula, charge and spin in kcal/mol: 16.5
2S+1: 4
LUMO energy (spin up / spin down) in eV: -0.902 / -0.902
HOMO-LUMO gap (spin up / spin down) in hartree: 0.2436 / 0.2425
Calculated total energy in eV: -158343.106
HOMO energy (spin up / spin down) in eV: -7.530 / -7.501

Each line ends with the natural charge from an NBO analysis.
Atoms and positions in Å:
F: 1.167 3.237 -2.310  -0.3255
C: -2.853 -1.103 1.070  -0.1955
O: -0.100 2.964 0.070  -0.9398
H: -0.349 -2.245 -1.711  0.2671
H: -0.136 -4.891 -0.457  0.2211
C: -3.547 2.712 1.067  -0.2538
C: -1.939 0.215 -0.751  -0.2308
H: -4.853 -1.834 0.818  0.2079
C: 1.111 -2.302 1.244  -0.2489
F: 3.452 1.903 -2.265  -0.3039
S: 2.607 1.539 0.221  2.2832
O: 1.511 0.950 -0.503  -0.9880
H: -3.253 0.431 -2.427  0.2234
O: 0.905 4.973 1.008  -0.8677
C: 1.686 -3.742 1.192  -0.2552
C: -4.174 -0.720 -0.884  -0.2130
H: -1.428 0.701 3.436  0.2291
C: 2.725 -3.179 -0.935  -0.2529
C: 1.390 4.338 -1.551  0.7284
S: -4.089 4.546 -1.183  -0.1401
F: 4.573 0.417 -1.173  -0.3203
F: 4.905 2.511 -0.788  -0.2998
H: -2.717 -1.545 2.050  0.1921
O: 3.177 0.729 1.245  -0.9102
S: -1.927 2.960 -2.437  -0.1233
C: -0.415 0.832 3.820  -0.3723
C: 0.487 -4.118 -0.910  -0.2513
Cl: 0.021 -0.096 -2.898  -0.5089
C: -1.823 -0.363 0.504  -0.3081
H: -0.384 1.411 4.742  0.2319
H: -5.089 -0.848 -1.446  0.2129
C: -0.107 -2.697 -0.747  -0.2721
N: 2.377 3.037 0.595  -1.1972
H: 1.819 -1.379 -1.844  0.2629
Cl: 0.243 -0.748 4.163  -0.0306
C: -3.133 0.008 -1.437  -0.2373
H: -0.891 -0.242 1.037  0.2009
H: -1.016 -2.720 -0.146  0.2379
H: -3.241 1.907 1.734  0.1861
H: 3.701 -3.197 -0.446  0.2232
H: -3.478 3.676 1.576  0.1995
H: 2.210 -5.066 -0.286  0.4353
H: 2.845 -3.515 -1.965  0.2241
H: 2.747 -1.079 -0.358  0.2388
C: -4.038 -1.280 0.377  -0.2559
F: 2.650 4.705 -1.760  -0.3002
Cr: -0.444 1.442 -1.379  1.0781
H: 1.024 -4.454 1.688  0.2218
H: 2.672 -3.792 1.656  0.2254
C: 3.973 1.611 -1.076  0.7329
O: -2.664 2.647 -0.036  -0.5345
H: 1.815 -1.615 1.716  0.2442
C: 2.075 -1.775 -0.857  -0.2732
Cl: 0.589 1.701 2.559  -0.0419
H: -4.575 2.551 0.731  0.2043
N: 1.814 -4.124 -0.239  -0.3341
S: 1.056 3.806 0.224  2.2853
F: 0.591 5.300 -1.974  -0.2808
N: 0.854 -1.844 -0.095  -0.4094
H: 0.178 -2.281 1.809  0.2294
H: 0.636 -4.359 -1.961  0.2246
C: -2.927 3.396 -1.118  0.0244

***

# 2
ORCA calculation (wB97M-V/def2-TZVPD) on a cluster of 4 separate species, C17H23Cl3F16O2 in total at a distorted geometry.

## Properties
SMILES string: FC(F)C(F)(F)COC(F)(F)C(F)F.FC(F)C(F)(F)COC(F)(F)C(F)F.ClC(Cl)Cl.CCCCCC
Strongest force on any atom in eV/A: 2.83
LUMO energy in eV: 0.480
HOMO-LUMO gap in hartree: 0.4093
Calculated total energy in eV: -103143.888
HOMO energy in eV: -10.658

Each line ends with the natural charge from an NBO analysis.
Atoms and positions in Å:
C: -27.020 -14.604 22.906  -0.2692
C: -26.241 -13.849 28.706  0.8411
C: -21.022 -16.914 19.961  -0.4063
C: -22.502 -16.668 19.724  -0.3984
Cl: -27.587 -15.723 24.138  0.0353
C: -22.532 -12.747 21.497  0.5126
H: -25.418 -18.423 19.213  0.2002
C: -24.789 -17.690 19.721  -0.3971
H: -22.632 -16.056 18.826  0.2035
F: -21.547 -8.707 24.307  -0.3132
H: -22.896 -16.023 20.515  0.1928
H: -24.361 -12.491 23.635  0.2080
C: -25.808 -12.713 33.542  0.5117
F: -27.114 -12.986 33.841  -0.3257
H: -20.307 -16.264 19.442  0.2040
O: -25.562 -13.965 29.908  -0.5063
H: -25.974 -14.798 22.705  0.2333
H: -20.671 -17.837 19.481  0.1967
H: -19.601 -16.923 21.544  0.2061
F: -25.536 -11.400 33.292  -0.3231
H: -23.434 -8.543 23.696  0.1503
Cl: -27.963 -14.840 21.392  0.0002
F: -27.401 -14.555 28.844  -0.3315
H: -25.340 -12.972 34.501  0.1629
F: -23.799 -12.705 21.041  -0.3171
F: -21.294 -13.462 23.448  -0.3145
O: -22.949 -11.028 23.874  -0.5323
C: -22.535 -13.248 22.933  0.6053
H: -26.074 -12.239 30.737  0.2112
H: -22.057 -11.760 21.422  0.1568
C: -22.860 -8.826 24.580  0.5117
C: -23.283 -17.983 19.619  -0.4011
F: -23.194 -7.890 25.495  -0.3196
H: -21.092 -17.712 22.035  0.1979
H: -27.200 -13.536 31.137  0.2162
F: -22.447 -10.758 25.986  -0.3089
C: -23.315 -12.390 23.930  -0.1290
F: -23.189 -14.449 22.965  -0.3337
F: -24.307 -13.666 27.354  -0.3182
C: -23.202 -10.261 24.992  0.8446
H: -23.182 -12.825 24.919  0.2235
C: -26.144 -13.292 31.019  -0.1349
H: -23.130 -18.293 18.582  0.2046
H: -25.122 -18.666 21.695  0.2002
C: -20.688 -16.886 21.443  -0.6049
F: -24.046 -13.367 32.065  -0.3090
F: -25.555 -14.842 32.676  -0.3321
H: -21.090 -15.993 21.923  0.2039
F: -21.752 -13.558 20.715  -0.3259
F: -24.526 -10.386 25.240  -0.3202
H: -25.105 -15.434 27.836  0.1518
C: -25.365 -13.519 32.339  0.6088
H: -25.048 -16.687 19.378  0.2001
C: -25.403 -14.419 27.562  0.5134
F: -26.601 -12.567 28.460  -0.3217
H: -26.290 -17.492 21.348  0.2081
Cl: -27.174 -12.901 23.400  0.0071
H: -24.638 -16.978 21.752  0.1910
H: -22.929 -18.700 20.357  0.2037
F: -26.108 -14.502 26.419  -0.3151
C: -25.230 -17.704 21.186  -0.6095

***

# 3
ORCA calculation (wB97M-V/def2-TZVPD) on a cluster of 3 separate species, C17H23F13N3O2 in total at a distorted geometry.

## Properties
Strongest force on any atom in eV/A: 1.12
Energy above the lowest of the compared OMol25 structures with the same formula, charge and spin in kcal/mol: 0.0
Net charge: +1
LUMO energy in eV: -3.481
HOMO-LUMO gap in hartree: 0.3149
Calculated total energy in eV: -61888.623
HOMO energy in eV: -12.050

Each line ends with the natural charge from an NBO analysis.
Atoms and positions in Å:
F: -1.017 -5.684 1.229  -0.3052
H: 2.550 5.319 0.744  0.2384
H: -0.088 2.211 1.048  0.2519
C: 2.526 4.073 -0.991  0.6230
F: -1.154 -4.021 -1.288  -0.3316
H: -0.383 5.951 3.764  0.2396
F: -0.010 -2.261 -2.789  -0.3205
H: -1.989 -3.771 2.103  0.2580
H: 3.086 6.123 -0.751  0.2404
N: -0.971 -0.976 2.221  -0.4670
F: 1.700 -5.348 0.199  -0.2801
C: 0.441 0.786 -0.431  -0.2400
H: -1.452 -2.919 0.677  0.2305
H: -0.679 -2.515 3.555  0.2412
F: -0.397 -6.060 -1.320  -0.2693
H: -2.191 0.427 0.099  0.3888
H: -1.491 -0.490 2.944  0.4505
F: 1.222 -3.068 -4.372  -0.2787
F: 1.155 -3.234 0.052  -0.3224
C: -2.907 4.017 2.341  -0.7278
C: 0.681 -4.503 0.074  0.5814
C: -1.013 -3.817 -4.320  0.9251
O: 1.560 3.448 -0.601  -0.5984
C: -0.443 -2.320 2.512  -0.2353
C: 0.846 -4.461 -2.555  0.5875
H: 4.235 3.500 -2.143  0.2406
H: -0.166 -1.219 -0.515  0.4196
H: -1.063 2.436 -0.438  0.2439
H: 0.643 -2.304 2.402  0.2527
F: 0.597 -4.788 2.378  -0.3135
H: -2.918 2.964 2.067  0.2284
H: 1.445 1.074 -0.135  0.2391
H: -2.121 6.066 4.125  0.2385
C: -0.603 1.715 0.228  -0.2624
C: 0.258 -3.376 -3.504  0.5558
F: 2.058 -4.033 -2.182  -0.2902
C: -1.102 -3.370 1.604  -0.4812
C: 3.190 3.765 -2.306  -0.7237
O: -0.675 3.566 3.040  -0.5720
F: -1.611 -4.863 -3.734  -0.3047
C: -1.383 5.811 3.362  -0.7233
H: 0.441 0.700 -1.517  0.2199
F: -1.880 -2.802 -4.369  -0.2978
H: 3.166 4.645 -2.951  0.2428
N: 0.198 -0.578 0.192  -0.6333
C: -0.236 -4.596 1.329  0.6519
H: -1.533 6.483 2.514  0.2352
C: -1.564 4.381 2.926  0.6095
C: -0.798 -0.316 1.121  0.7201
F: 1.002 -5.576 -3.268  -0.2822
F: -0.669 -4.159 -5.554  -0.2814
H: -3.109 4.629 1.460  0.2346
C: -0.029 -4.790 -1.276  0.5861
N: -1.606 0.804 0.854  -0.6172
H: -3.696 4.212 3.069  0.2401
C: 3.113 5.195 -0.178  -0.7246
H: 2.679 2.942 -2.801  0.2289
H: 4.156 4.978 0.058  0.2401

***

# 4
ORCA calculation (wB97M-V/def2-TZVPD) on the molecule C17H23N3O3 at a distorted geometry.

## Properties
SMILES string: CC[C@H](C)[C@H](NC(=O)[C@@H](N)Cc1c[nH]c2ccccc12)C(=O)O
Strongest force on any atom in eV/A: 5.37
Energy above the lowest of the compared OMol25 structures with the same formula, charge and spin in kcal/mol: 107.1
LUMO energy in eV: 0.495
HOMO-LUMO gap in hartree: 0.3052
Calculated total energy in eV: -28612.908
HOMO energy in eV: -7.811

Each line ends with the natural charge from an NBO analysis.
Atoms and positions in Å:
H: -0.809 1.629 1.744  0.2186
C: -1.998 2.155 -0.631  -0.4190
H: -0.332 -1.023 1.602  0.2124
C: -3.901 -0.397 -0.657  0.7734
H: -1.019 1.716 -0.675  0.2093
H: 0.862 -3.410 0.156  0.2339
C: 1.931 -1.632 -1.616  -0.0090
C: -1.600 3.595 -0.408  -0.6191
H: 3.287 -0.643 2.155  0.2107
O: -4.800 0.432 -0.763  -0.6176
C: -2.582 -0.097 0.135  -0.1338
C: 4.428 1.008 1.101  -0.2738
C: 4.773 1.534 -0.126  -0.2152
C: -1.897 1.622 1.893  -0.6203
H: -0.504 3.796 -0.617  0.2122
C: 4.286 1.021 -1.299  -0.2509
C: 3.317 -0.041 -1.168  0.1375
H: -2.261 0.874 2.724  0.2053
H: -0.649 -3.995 1.354  0.3630
C: -0.193 -1.952 1.026  -0.1468
H: 1.361 -2.447 -2.213  0.2348
H: -2.052 4.309 -1.093  0.2116
N: -1.398 -0.623 -0.594  -0.6300
N: 2.682 -0.656 -2.170  -0.5316
O: -0.812 -2.715 -1.168  -0.6045
C: 2.921 -0.619 0.033  -0.0688
H: 1.891 -2.941 1.469  0.2465
H: -2.410 2.013 -1.557  0.2038
H: 4.553 1.409 -2.296  0.2098
H: -2.809 -0.692 1.064  0.2350
H: -5.008 -1.504 -1.809  0.5167
N: -0.707 -3.093 1.809  -0.8241
H: 2.852 -0.442 -3.198  0.4226
H: -1.743 -3.095 1.907  0.3452
H: -2.178 2.632 2.250  0.2216
C: -2.681 1.283 0.536  -0.2283
C: 1.206 -2.499 0.727  -0.4254
H: 5.474 2.391 -0.258  0.2097
H: 5.239 1.246 1.836  0.2226
C: 1.974 -1.638 -0.266  -0.1356
H: -3.719 1.512 0.585  0.2583
H: -1.902 4.036 0.584  0.2102
O: -4.108 -1.519 -1.339  -0.6807
H: -1.558 -0.597 -1.601  0.3988
C: 3.514 -0.105 1.158  -0.1877
C: -0.922 -1.838 -0.323  0.6984